one:
Computed, not measured: 3 unconnected molecules or ions with the total composition C3H11NO3, with wB97M-V/def2-TZVPD.

Structure (XYZ):
```
18
C3H11NO3, DFT wB97M-V/def2-TZVPD
C -0.94488 0.23761 0.37149
N -0.11033 0.15374 1.42641
C 0.39266 1.40912 1.94377
C 0.49153 -1.13714 1.73918
O -1.36261 1.27676 -0.11971
H -1.25568 -0.75648 0.01036
H 0.65489 2.06081 1.10731
H 1.33057 1.30416 2.49085
H -0.28984 1.99325 2.55278
H 1.10554 -1.48562 0.91053
H -0.26126 -1.89995 1.92709
H 1.09146 -0.99402 2.63262
H -0.08280 -1.20673 -3.13095
H 0.82842 -2.34228 -3.23926
O 0.02678 -2.09678 -2.76009
H -0.96507 1.32946 -3.22784
H -0.48999 1.06430 -1.85865
O -0.15938 1.08979 -2.77587
```

HOMO-LUMO gap: 0.3854 hartree
multiplicity: 1
LUMO level: 0.77 eV

***

two:
Computed, not measured: 2 unconnected molecules or ions with the total composition C3H11NO3, with wB97M-V/def2-TZVPD.

Structure (XYZ):
```
18
C3H11NO3, DFT wB97M-V/def2-TZVPD
C -1.29367 1.27530 -0.47945
O -1.82913 2.20066 0.48911
C -0.72078 0.03382 0.16059
C -0.54408 -0.99678 -0.95813
O -0.00093 -2.18789 -0.40165
N 0.54603 0.25524 0.86622
H -2.11225 0.98781 -1.14583
H -0.50861 1.79885 -1.03851
H -1.46354 3.06046 0.29184
H -1.40584 -0.39079 0.89442
H 0.01754 -0.58571 -1.80350
H -1.54328 -1.24292 -1.34193
H 0.50689 -2.66612 -1.09221
H 1.16155 0.75091 0.19889
H 0.44057 1.06949 1.47838
H 3.44558 -1.24026 1.85682
H 2.17136 -1.02324 1.07326
O 3.13259 -1.09883 0.95168
```

HOMO-LUMO gap: 0.3915 hartree
multiplicity: 1
LUMO level: 0.68 eV

***

Relative energy table, unit kJ/mol: one 0.0; two 66.5

***

one:
Computed, not measured: a molecular structure, C3H6IN3, with wB97M-V/def2-TZVPD.

Structure (XYZ):
```
13
C3H6IN3, DFT wB97M-V/def2-TZVPD
C -1.10040 -1.12126 0.68618
C 1.16929 0.23844 -1.11011
C 1.23203 1.22988 -0.02847
N -0.10426 -1.61838 -0.35330
N 0.55280 -0.84766 -0.98824
N -1.53317 0.10683 0.74944
I -3.33098 0.55550 -0.06921
H -1.75392 -1.88567 0.79166
H -0.30110 -1.13005 1.47473
H 1.61385 0.37332 -2.04334
H 0.23077 1.25544 0.57632
H 1.46255 2.19818 -0.35015
H 1.86256 0.64544 0.66448
```

HOMO-LUMO gap (spin up / spin down): 0.2717 / 0.2355 hartree
multiplicity: 1
LUMO level (spin up / spin down): -0.87 / -1.43 eV

***

two:
Computed, not measured: 2 unconnected molecules or ions with the total composition C3H6IN3, with wB97M-V/def2-TZVPD.

Structure (XYZ):
```
13
C3H6IN3, DFT wB97M-V/def2-TZVPD
C -1.59048 -2.05502 0.48296
C 1.33687 1.33557 0.36312
C 0.27927 1.63933 -0.68778
N 1.75570 -0.66959 1.53033
N 1.40715 0.27904 1.01565
N -1.08058 -1.17132 -0.23965
I -0.41977 -1.63981 -2.15317
H -1.95129 -3.15485 0.27881
H -1.83878 -1.94734 1.48874
H 1.91824 2.13318 0.81308
H 0.69275 2.42911 -1.28929
H -0.62010 1.94934 -0.20334
H 0.11103 0.87237 -1.39946
```

HOMO-LUMO gap: 0.2795 hartree
multiplicity: 1
LUMO level: -0.31 eV

***

Relative energy table, unit kJ/mol: one 208.0; two 0.0

***

one:
Computed, not measured: a single C22H30N2O4S molecule, with wB97M-V/def2-TZVPD.

Structure (XYZ):
```
59
C22H30N2O4S, DFT wB97M-V/def2-TZVPD
C 2.67637 -0.14446 3.93568
H 2.98729 0.52111 4.73751
H 3.53684 -0.34296 3.30081
H 2.35309 -1.08477 4.37763
C 1.54442 0.48190 3.12654
C 0.33461 0.77691 4.01380
C -0.79818 1.40387 3.20761
C -1.21766 0.47842 2.06187
N -2.33218 1.05960 1.32353
C -2.28289 2.22658 0.65946
O -1.27874 2.89182 0.49173
C -3.64712 2.69207 0.14081
C -3.85120 2.32586 -1.31487
H -4.81578 2.66360 -1.68857
H -3.06326 2.71238 -1.95302
S -3.89757 0.50846 -1.51839
O -4.63413 0.22286 -2.72067
O -4.40689 -0.06716 -0.29223
C -2.22897 -0.12140 -1.74747
C -1.19399 0.63064 -2.26304
C 0.06502 0.07101 -2.44123
C 0.25600 -1.25757 -2.09111
C -0.82580 -2.03716 -1.64856
C -2.06322 -1.47092 -1.45743
H -2.90479 -2.03529 -1.08909
C -0.37126 -3.45022 -1.43024
H -0.33294 -3.67599 -0.36191
H -1.03435 -4.17200 -1.90388
C 1.02851 -3.44925 -2.05830
N 1.39890 -2.03630 -2.15963
C 2.72785 -1.69492 -2.18057
O 3.56846 -2.55219 -2.36377
C 3.05443 -0.26811 -1.90800
C 4.51109 0.09425 -1.81453
C 3.72301 0.53472 -2.99870
H 3.90144 0.03778 -3.94019
H 3.45545 1.57690 -3.09179
H 5.21529 -0.71205 -1.95048
H 4.80130 0.82722 -1.07808
H 2.35809 0.24156 -1.25541
H 1.01882 -3.89147 -3.05970
H 1.78035 -3.97123 -1.46498
H 0.85714 0.66374 -2.86496
H -1.34302 1.66296 -2.53229
H -4.44514 2.24751 0.73545
H -3.68123 3.77887 0.24644
H -3.17636 0.51030 1.22405
C -0.01006 0.19169 1.16788
C 1.11820 -0.43556 1.98029
H 1.97171 -0.63628 1.32843
H 0.78323 -1.39162 2.39143
H -0.31038 -0.47849 0.36299
H 0.32330 1.13168 0.72718
H -1.58486 -0.46562 2.47883
H -1.65754 1.59840 3.85286
H -0.47008 2.35265 2.78200
H 0.62459 1.45344 4.81996
H -0.01294 -0.15421 4.46889
H 1.89774 1.42647 2.69942
```

HOMO-LUMO gap: 0.3378 hartree
multiplicity: 1
LUMO level: 0.50 eV

***

two:
Computed, not measured: a molecular structure, C22H30N2O4S, with wB97M-V/def2-TZVPD.

Structure (XYZ):
```
59
C22H30N2O4S, DFT wB97M-V/def2-TZVPD
C 4.15857 -2.23460 2.75159
H 4.13981 -1.47961 3.50322
O 2.97300 -1.79785 1.80749
C 2.80821 -2.63142 0.76711
C 3.79051 -3.64219 0.14271
C 3.27718 -4.42498 -0.76645
C 2.08444 -4.17098 -1.24224
C 1.15757 -3.20612 -1.03558
C 1.55039 -2.49996 0.10182
N 0.67988 -1.45133 0.73901
S -0.47025 -2.33542 1.94531
O -0.97719 -1.33024 2.61253
O 0.65694 -3.16906 2.58331
C -1.59428 -3.09294 0.96475
C -2.29795 -2.40817 -0.00401
C -3.23131 -3.10257 -0.52622
C -3.17777 -4.36699 -0.54903
C -2.42104 -5.16539 0.31298
C -1.66200 -4.41469 0.90624
H -0.92829 -5.01036 1.77778
H -2.48471 -6.29411 0.17991
H -4.12743 -5.08653 -1.06341
H -4.03665 -2.54103 -1.27973
H -2.32904 -1.34554 0.25849
C 0.94862 -0.21720 0.74183
H 2.04432 0.08065 0.58988
C 0.28825 0.91444 0.33863
O -1.38924 0.55744 0.55325
H -1.24334 0.16811 1.65026
C 0.51584 2.35388 0.81693
N -0.17593 3.36482 -0.06629
C 0.39694 3.41867 -1.49683
C -0.06260 4.86340 -1.93740
C -1.38996 5.08003 -1.85388
C -1.82878 6.44538 -2.34853
H -3.18411 6.60998 -2.30466
H -1.57610 6.57435 -3.57905
H -1.47536 7.27152 -1.52118
C -1.99002 4.85927 -0.38602
C -1.63497 3.38592 0.20693
H -1.76510 3.52120 1.30652
H -2.12208 2.61749 -0.21351
H -2.97528 4.90709 -0.25041
H -1.33478 5.64337 0.27060
H -2.05337 4.19400 -2.52433
H 0.35264 5.07310 -3.01854
H 0.58410 5.71562 -1.32391
H 1.53275 3.48325 -1.39856
H -0.21256 2.67600 -2.12738
H 0.15601 2.29450 1.86267
H 1.54316 2.40047 0.62881
H 0.16792 0.76772 -0.83160
H 0.98873 0.20354 1.93288
H 0.23846 -2.84734 -1.26889
H 1.67854 -4.56268 -2.20541
H 3.69738 -5.11977 -1.05030
H 4.62270 -3.93221 0.67664
H 5.13430 -2.24128 2.21640
H 3.98434 -3.32259 3.02688
```

HOMO-LUMO gap: 0.2808 hartree
multiplicity: 1
LUMO level: -0.26 eV

***

Relative energy table, unit kJ/mol: one 0.0; two 2030.0

***

one:
Computed, not measured: a single C3H5N3OS molecule, with wB97M-V/def2-TZVPD.

Structure (XYZ):
```
13
C3H5N3OS, DFT wB97M-V/def2-TZVPD
C -2.30456 -0.67823 0.23997
C -1.81898 0.65558 0.05033
C -1.21538 -1.45002 0.06159
N -0.53663 0.70507 -0.14466
N -0.16261 -0.57665 -0.14775
N 2.85468 1.21922 -0.19882
O 1.08700 -0.96018 -0.61825
S 2.31169 -0.31477 0.38563
H -3.34095 -0.91938 0.30846
H -2.40479 1.51249 0.22618
H -1.03611 -2.46185 0.00879
H 2.83404 1.97125 0.46641
H 3.73260 1.29748 -0.63787
```

HOMO-LUMO gap: 0.3624 hartree
multiplicity: 1
LUMO level: 0.76 eV

***

two:
Computed, not measured: a single C3H5N3OS molecule, with wB97M-V/def2-TZVPD.

Structure (XYZ):
```
13
C3H5N3OS, DFT wB97M-V/def2-TZVPD
C -0.81635 0.02531 1.17639
C 0.68812 0.14638 -0.47932
C -0.66764 -0.17716 -0.15928
H -2.75599 -0.40196 1.46660
H -1.83849 -0.54432 2.85097
H 0.27734 1.27662 2.33460
H 2.24040 0.41413 0.82495
H -1.07324 -0.76890 -1.89051
N -1.95275 -0.03398 1.97082
N 0.37595 0.44582 1.74433
N 1.24003 0.63172 0.65594
O -1.58536 -0.66404 -1.03980
S 1.43534 -0.12096 -1.94329
```

HOMO-LUMO gap: 0.3121 hartree
multiplicity: 1
LUMO level: 0.64 eV

***

Relative energy table, unit kJ/mol: one 265.2; two 0.0